55
Properties=species:S:1:pos:R:3:forces:R:3 method="wB97M-V/def2-TZVPD" largest_force_ha_per_bohr=0.03222 energy_ha=-4142.222683 spin_multiplicity=2 e_lumo_ev="4.0 / 4.0" s2=0.7577 gap_ha="0.1864 / 0.1850" total_charge=-2 relative_energy_kcal_mol=62.6
Co -0.867 -0.733 -1.323 0.3 -1.3 0.4
C 5.808 -1.080 4.632 0.0 0.0 0.0
C 4.900 -0.821 3.460 -0.1 0.1 -0.1
C 3.587 -1.286 3.448 0.1 0.0 0.2
C 2.757 -1.064 2.363 -0.1 0.1 -0.3
C 3.245 -0.364 1.269 0.3 -0.1 0.3
C 4.549 0.112 1.261 -0.2 0.0 -0.2
C 5.369 -0.116 2.350 0.0 -0.1 0.2
S 2.208 -0.131 -0.152 -1.2 0.2 0.0
O 3.084 0.218 -1.238 0.1 -0.1 0.1
O 1.438 1.126 0.431 0.9 -1.0 0.4
N 1.207 -1.283 -0.250 0.7 0.5 0.4
C 1.673 -2.397 -1.092 0.0 0.1 -0.3
C 1.296 -2.152 -2.575 -0.1 -0.1 0.1
O 2.004 -2.635 -3.465 -0.1 0.0 0.2
O 0.232 -1.474 -2.735 0.3 0.0 -0.4
H 5.262 -1.532 5.460 0.0 0.0 0.0
H 6.259 -0.152 4.990 0.0 0.0 0.0
H 6.621 -1.753 4.349 0.0 0.0 0.0
H 3.216 -1.837 4.305 0.0 0.0 0.0
H 1.736 -1.424 2.327 0.0 -0.1 0.0
H 4.885 0.652 0.385 0.1 0.0 0.0
H 6.391 0.249 2.346 0.0 0.0 0.0
H 1.152 -3.296 -0.758 0.0 0.0 0.0
H 2.752 -2.574 -1.017 0.0 0.0 -0.1
S 0.893 3.411 -0.950 -0.2 -0.4 0.2
C 0.844 2.846 -2.619 0.0 0.1 -0.1
C 0.351 1.589 -2.671 0.2 0.2 0.0
N 0.005 0.985 -1.507 0.2 0.9 0.0
C 0.352 1.740 -0.376 -0.8 0.8 -1.2
H 1.191 3.482 -3.416 0.0 -0.1 -0.1
H 0.209 1.021 -3.581 0.0 0.0 0.0
H -0.454 1.859 0.345 0.3 -0.2 0.3
F -1.496 -3.477 -1.929 -0.1 0.1 0.1
C -1.686 -2.518 -0.926 0.2 -0.3 -0.1
F -1.070 -3.112 0.206 -0.1 0.0 -0.1
C -3.174 -2.709 -0.574 -0.1 -0.3 0.2
F -4.006 -2.204 -1.507 0.1 -0.1 0.1
F -3.506 -2.146 0.606 0.0 -0.1 -0.2
F -3.514 -4.035 -0.454 0.0 0.4 0.0
O -2.487 0.883 1.789 -0.2 0.2 0.1
C -2.866 0.887 0.631 0.6 -0.7 0.0
N -2.330 0.187 -0.415 -0.7 0.8 0.3
C -2.982 0.518 -1.567 0.9 -0.7 -0.3
O -2.607 0.054 -2.640 -0.7 0.6 -0.1
C -4.064 1.478 -1.280 -0.6 0.6 0.5
C -4.978 2.139 -2.076 0.2 -0.2 -0.2
C -5.847 3.037 -1.469 -0.1 0.1 0.2
C -5.796 3.258 -0.095 -0.1 0.0 -0.3
C -4.871 2.589 0.700 0.2 -0.1 0.3
C -4.006 1.701 0.095 -0.5 0.3 -0.6
H -4.998 1.964 -3.144 0.0 0.0 0.0
H -6.570 3.582 -2.065 0.0 0.0 0.0
H -6.483 3.969 0.351 0.0 0.0 0.0
H -4.819 2.766 1.768 0.0 0.0 0.0

50
Properties=species:S:1:pos:R:3:forces:R:3 method="wB97M-V/def2-TZVPD" largest_force_ha_per_bohr=0.07097 smiles="COc1cc(F)c(-n2c(=O)[nH]c3csc(C(=O)O)c3c2=O)cc1CN(C)c1c(F)cccc1F" energy_ha=-2086.216990 e_lumo_ev=-0.3 gap_ha=0.2908 total_charge=0
O 1.951 4.312 -2.912 -0.3 0.1 -0.7
O 0.865 1.566 -3.008 -0.1 -0.1 0.3
O -3.056 0.281 -1.190 0.6 -1.1 0.6
F -1.574 -1.684 -2.979 0.5 0.0 0.4
F -0.323 1.195 2.297 -0.4 -0.1 0.1
F 1.548 -2.911 3.637 0.5 -0.3 0.0
O 1.366 4.964 -4.972 -0.6 -0.2 -0.1
O 1.419 -3.838 0.065 -0.4 -0.7 0.5
S -1.503 5.520 -3.644 -0.3 -0.6 0.1
C 1.099 4.505 -3.749 0.8 -0.1 1.6
C -0.242 1.832 -2.592 2.3 -0.4 -1.1
C -2.296 1.087 -1.684 -3.4 -0.7 1.0
C -2.787 4.504 -3.053 0.3 -0.2 0.2
C -0.327 4.288 -3.413 0.0 0.0 -0.6
C -0.841 3.130 -2.901 -2.4 0.7 0.5
C -2.259 3.302 -2.688 0.3 -0.4 0.5
C -1.732 -1.617 4.224 -0.1 1.1 -0.5
C -1.635 -0.398 3.539 -0.3 0.9 -0.5
C -0.633 -2.413 4.269 0.4 -1.5 0.2
C -0.052 -2.769 -1.536 0.0 0.0 0.5
C 0.600 -0.284 -0.442 0.2 -0.9 0.1
C -0.648 -1.611 -1.991 -0.3 1.0 0.1
C -0.444 0.023 2.932 0.0 -1.7 1.1
C 0.530 -2.050 3.635 -0.3 0.9 -0.2
C 0.858 -2.710 -0.458 -0.8 1.1 -0.4
C -0.359 -0.336 -1.438 0.4 -1.2 0.0
C 0.684 -0.826 2.976 0.5 0.0 -0.7
C 1.202 -1.446 0.059 -0.1 -0.8 -0.3
N -2.922 2.252 -2.061 1.8 1.5 -1.3
N -0.966 0.877 -1.870 -0.1 1.3 -0.8
N 1.865 -0.530 2.260 0.1 0.6 -0.6
C 0.498 -4.803 0.654 0.3 -0.4 -1.0
C 2.821 0.472 2.752 -1.0 -0.1 -0.5
C 2.270 -1.375 1.120 -0.3 0.4 0.6
H 2.327 4.963 -5.016 0.5 0.2 -0.2
H -3.839 4.786 -2.906 0.8 0.2 -0.3
H -2.634 -1.983 4.703 -0.1 0.4 -0.2
H -2.516 0.217 3.383 0.1 0.1 0.2
H -0.711 -3.397 4.725 0.3 0.1 0.1
H -0.339 -3.719 -1.972 0.0 0.1 0.0
H 0.928 0.642 0.001 -0.2 0.3 0.0
H -3.869 2.401 -1.795 -0.5 -0.6 0.3
H 0.016 -4.441 1.570 0.2 0.2 -0.2
H -0.256 -5.111 -0.096 0.2 0.3 0.4
H 1.076 -5.719 0.872 0.0 0.7 0.0
H 3.566 -0.045 3.321 0.8 0.0 0.7
H 3.317 0.992 1.910 -0.3 -0.2 0.3
H 2.293 1.212 3.374 0.3 -0.3 -0.2
H 2.509 -2.393 1.443 0.2 0.2 -0.1
H 3.156 -0.915 0.646 -0.2 -0.2 0.5

57
Properties=species:S:1:pos:R:3:forces:R:3 method="wB97M-V/def2-TZVPD" largest_force_ha_per_bohr=0.00838 energy_ha=-2592.720773 e_lumo_ev=0.8 gap_ha=0.2444 total_charge=-1 relative_energy_kcal_mol=2.4
In 2.109 0.672 0.883 0.0 0.2 0.0
O 3.973 -0.173 4.345 0.0 0.0 0.2
C 3.614 0.102 3.233 -0.3 0.0 -0.3
O 2.353 0.366 2.908 0.2 0.0 0.1
C 4.659 0.097 2.035 -0.3 0.0 -0.2
O 5.809 -0.170 2.263 0.2 0.0 0.0
O 4.164 0.349 0.841 0.2 0.0 0.3
O 2.756 4.704 -3.579 0.0 -0.1 0.2
C 2.585 3.509 -4.104 0.1 -0.1 0.0
O 2.644 3.294 -5.290 0.0 0.1 0.0
C 2.329 2.360 -3.174 -0.1 0.2 0.1
C 2.108 1.093 -3.655 0.0 -0.2 0.0
N 1.935 0.287 -2.597 0.0 0.0 0.0
N 2.028 0.954 -1.438 0.0 0.2 -0.3
C 2.255 2.222 -1.771 0.1 -0.1 0.1
C 2.330 3.240 -0.654 -0.1 0.1 0.0
O 2.461 4.421 -0.959 0.1 0.0 -0.1
O 2.185 2.781 0.527 -0.1 -0.1 -0.2
H 2.695 4.677 -2.580 -0.1 0.0 0.0
H 2.068 0.744 -4.675 0.0 0.0 0.1
H 1.724 -0.696 -2.597 0.0 0.0 0.0
C 2.354 -5.981 0.571 0.0 0.0 0.0
C 2.258 -4.482 0.626 0.0 -0.1 0.0
C 1.747 -3.822 1.734 0.0 0.0 0.0
C 1.695 -2.440 1.750 0.1 0.0 -0.1
N 2.105 -1.695 0.718 -0.2 -0.2 0.0
C 2.643 -2.324 -0.333 0.0 0.1 0.1
C 2.728 -3.696 -0.424 0.0 -0.1 0.0
H 1.835 -6.443 1.409 0.0 0.0 0.0
H 3.399 -6.295 0.602 0.0 0.0 0.0
H 1.923 -6.363 -0.356 0.0 0.0 0.0
H 1.407 -4.377 2.599 0.0 0.0 0.0
H 1.358 -1.898 2.626 0.0 -0.1 -0.1
H 3.078 -1.689 -1.095 0.0 0.0 0.0
H 3.186 -4.151 -1.294 0.0 0.0 0.0
O -8.122 2.071 -1.900 -0.1 0.0 0.0
S -7.029 2.778 -1.272 0.0 0.0 -0.1
O -5.931 3.118 -2.152 0.0 0.0 0.0
O -7.413 3.815 -0.332 0.0 0.0 0.0
C -6.305 1.534 -0.160 0.2 -0.2 0.3
N -7.135 0.696 0.479 0.2 0.1 -0.1
C -6.576 -0.210 1.263 -0.1 0.1 0.0
C -5.205 -0.300 1.460 -0.1 -0.1 0.1
C -4.441 0.635 0.791 0.4 0.1 -0.1
N -4.977 1.539 -0.015 -0.4 0.1 -0.1
C -2.949 0.677 0.875 -0.3 0.0 0.0
C -2.244 1.534 0.035 0.0 0.1 -0.1
C -0.866 1.524 0.064 0.0 -0.1 0.0
N -0.162 0.705 0.861 0.0 0.0 0.2
C -0.843 -0.086 1.702 0.1 0.0 0.0
C -2.219 -0.124 1.743 0.0 -0.1 0.0
H -7.250 -0.899 1.763 0.0 0.0 0.0
H -4.781 -1.067 2.093 0.0 0.0 0.0
H -2.791 2.187 -0.633 0.0 0.0 0.0
H -0.300 2.178 -0.584 0.1 0.0 0.0
H -0.258 -0.702 2.373 0.0 0.1 0.0
H -2.703 -0.780 2.453 0.0 0.0 0.0

64
Properties=species:S:1:pos:R:3:forces:R:3 method="wB97M-V/def2-TZVPD" largest_force_ha_per_bohr=0.00350 energy_ha=-7328.297745 spin_multiplicity=5 e_lumo_ev="0.8 / 2.2" s2=6.0899 gap_ha="0.2923 / 0.3430" total_charge=-1 relative_energy_kcal_mol=4.9
Mn 0.021 0.655 0.769 -0.1 0.0 0.1
F 4.721 1.195 2.263 0.0 0.0 0.0
C 4.405 -0.101 2.278 0.0 0.0 0.0
F 5.516 -0.818 2.128 0.0 0.0 0.0
F 3.847 -0.396 3.439 0.0 0.0 0.0
S 3.219 -0.474 0.919 0.0 0.0 0.0
O 2.143 0.499 1.151 -0.1 0.0 0.0
O 2.872 -1.854 1.033 0.0 0.0 0.0
N 4.131 -0.108 -0.296 0.0 0.0 0.0
S 3.547 0.326 -1.691 0.0 0.0 -0.1
O 4.434 -0.039 -2.749 0.0 0.0 0.0
O 2.139 0.037 -1.826 0.0 0.0 0.0
C 3.639 2.167 -1.628 0.0 0.0 0.0
F 4.867 2.556 -1.278 0.0 0.0 0.0
F 3.363 2.664 -2.835 0.0 0.0 0.0
F 2.770 2.657 -0.752 0.0 0.0 0.0
O 1.500 1.890 3.903 0.0 0.1 0.0
As -0.134 2.400 3.539 0.0 0.0 0.0
O -0.469 3.914 4.012 0.0 0.0 0.0
O -0.297 2.142 1.864 0.1 -0.1 0.0
C -1.254 1.174 4.553 0.0 0.0 0.0
C -2.107 1.859 5.413 0.0 0.0 0.0
C -3.000 1.176 6.229 0.0 0.0 0.0
C -3.051 -0.205 6.189 0.0 0.0 0.0
C -2.211 -0.902 5.331 0.0 0.0 0.0
C -1.316 -0.223 4.519 0.0 0.0 0.0
S -0.269 -1.242 3.488 0.0 0.0 0.1
O 1.080 -1.102 3.944 0.0 0.0 0.0
O -0.847 -2.563 3.499 0.0 0.0 0.0
O -0.473 -0.642 2.120 0.0 0.0 -0.1
H 2.005 1.806 3.083 0.0 -0.1 0.0
H -2.049 2.940 5.427 0.0 0.0 0.0
H -3.652 1.730 6.892 0.0 0.0 0.0
H -3.745 -0.748 6.818 0.0 0.0 0.0
H -2.243 -1.981 5.274 0.0 0.0 0.0
O -0.903 2.058 -2.908 0.0 0.0 0.0
C -0.667 1.272 -2.027 0.0 0.0 0.0
O -0.397 1.629 -0.786 0.0 0.0 -0.1
C -0.680 -0.240 -2.318 0.0 0.0 0.0
P -0.615 -1.093 -0.723 0.0 0.0 0.0
C -2.334 -1.503 -0.320 0.0 0.0 0.0
C -2.882 -2.744 -0.632 0.0 0.0 0.0
C -4.214 -3.005 -0.350 0.0 0.0 0.0
C -5.005 -2.030 0.242 0.0 0.0 0.0
C -4.464 -0.790 0.553 0.0 0.0 0.0
C -3.132 -0.527 0.276 0.0 0.0 0.0
C 0.297 -2.640 -0.766 0.0 0.0 0.0
C 0.209 -3.466 0.355 0.0 0.0 0.0
C 0.969 -4.621 0.415 0.0 0.0 0.0
C 1.818 -4.951 -0.632 0.0 0.0 0.0
C 1.909 -4.127 -1.744 0.0 0.0 0.0
C 1.152 -2.967 -1.813 0.0 0.0 0.0
H 0.201 -0.452 -2.918 0.0 0.0 0.0
H -1.573 -0.499 -2.884 0.0 0.0 0.0
H -2.264 -3.511 -1.082 0.0 0.0 0.0
H -4.633 -3.974 -0.588 0.0 0.0 0.0
H -6.043 -2.239 0.468 0.0 0.0 0.0
H -5.074 -0.029 1.021 0.0 0.0 0.0
H -2.720 0.443 0.532 0.0 0.0 0.0
H -0.425 -3.198 1.193 0.0 0.0 0.0
H 0.914 -5.247 1.296 0.0 0.0 0.0
H 2.423 -5.847 -0.575 0.0 0.0 0.0
H 2.583 -4.373 -2.554 0.0 0.0 0.0
H 1.256 -2.311 -2.666 0.0 0.0 0.0

101
Properties=species:S:1:pos:R:3:forces:R:3 method="wB97M-V/def2-TZVPD" largest_force_ha_per_bohr=0.06725 energy_ha=-25611.559895 e_lumo_ev=-0.1 gap_ha=0.3447 total_charge=0
C 0.763 -0.691 2.625 -0.1 0.5 0.3
C 1.005 0.604 1.824 -0.1 -0.6 0.5
B -0.275 1.437 1.434 0.3 0.4 0.7
O -0.105 2.818 1.254 -0.2 -0.6 -0.6
C -1.747 0.872 1.167 0.6 0.4 0.1
N -1.552 -0.118 0.069 -0.6 0.4 0.2
C -2.531 0.240 2.330 -0.3 -1.3 1.4
O -2.127 -0.211 3.402 -0.3 0.9 -1.8
N -3.932 0.290 2.044 1.6 1.0 0.8
C -4.045 1.106 0.826 -0.4 -1.1 -2.3
C -5.402 1.731 0.445 0.1 0.6 1.2
B -6.579 1.485 1.477 -0.2 0.0 0.1
O -7.267 2.571 1.972 0.1 0.1 -0.9
O -6.933 0.203 1.911 0.3 0.7 -0.3
C -2.764 1.964 0.746 -1.7 -0.4 0.9
C -2.932 3.070 1.820 1.4 0.2 -0.3
C -2.490 4.428 1.302 0.0 0.9 -2.9
O -2.459 4.772 0.125 -0.1 -0.9 3.3
I -1.856 5.850 2.840 -0.3 -0.4 -0.2
H 1.640 -1.334 2.686 0.0 -0.1 -0.3
H 0.534 -0.409 3.653 -0.1 -0.1 0.0
H -0.111 -1.229 2.268 0.2 -0.3 0.0
H 1.645 0.371 0.967 -0.1 0.3 -0.2
H 1.602 1.268 2.459 0.1 0.1 -0.2
H 0.161 2.981 0.339 0.2 0.5 0.1
H -0.755 0.146 -0.494 0.1 -0.3 -0.1
H -1.435 -1.051 0.438 0.3 -0.1 -0.1
H -4.275 0.692 2.915 -0.7 -0.1 -0.2
H -3.892 0.368 0.034 0.1 -0.1 0.1
H -5.757 1.355 -0.518 0.2 -0.1 0.0
H -5.278 2.811 0.323 -0.1 0.0 -0.1
H -8.218 2.422 2.013 0.0 -0.1 0.6
H -6.523 0.075 2.772 -0.3 -0.4 0.1
H -2.655 2.385 -0.251 0.3 -0.1 0.0
H -3.953 3.135 2.201 -0.1 0.3 -0.1
H -2.286 2.862 2.677 -0.1 0.1 0.1
C 1.181 -3.559 5.781 0.0 0.0 -0.1
Cl 1.595 -5.013 4.864 0.0 0.1 0.1
Cl 2.510 -2.398 5.657 0.1 0.0 0.0
Cl -0.274 -2.833 5.110 -0.1 0.0 0.1
Cl 0.924 -3.983 7.478 0.0 0.0 0.0
C 2.359 -0.701 -2.969 0.1 -0.1 0.0
Cl 2.354 -2.311 -3.691 0.0 0.0 0.0
Cl 3.126 -0.777 -1.374 -0.2 0.1 -0.1
Cl 3.266 0.407 -4.001 0.0 0.0 0.0
Cl 0.692 -0.124 -2.818 0.0 0.0 0.0
C 1.885 5.759 -0.153 0.0 0.2 0.1
Cl 3.202 6.802 -0.702 0.0 0.0 -0.1
Cl 0.409 6.708 0.008 0.1 -0.1 -0.1
Cl 1.631 4.468 -1.349 0.0 0.0 0.0
Cl 2.315 5.052 1.402 0.0 0.0 0.0
C -10.745 1.970 4.125 0.0 0.0 0.1
Cl -12.146 2.438 5.089 0.0 0.0 0.0
Cl -10.852 2.722 2.523 0.0 0.0 0.0
Cl -9.267 2.510 4.926 0.0 0.0 0.0
Cl -10.709 0.214 3.942 -0.1 0.1 0.1
C 4.966 -6.657 2.936 0.0 0.1 -0.1
Cl 5.901 -8.082 2.477 -0.1 0.0 0.0
Cl 5.319 -5.345 1.803 -0.1 -0.1 0.1
Cl 3.238 -7.015 2.877 0.0 -0.2 -0.1
Cl 5.399 -6.166 4.577 0.0 0.0 0.0
C -8.298 -3.335 1.640 0.1 0.0 0.0
Cl -8.382 -4.532 2.939 0.0 0.0 0.0
Cl -6.614 -2.878 1.370 -0.1 -0.1 0.0
Cl -8.967 -4.027 0.157 0.0 0.0 0.0
Cl -9.235 -1.907 2.099 0.0 -0.2 -0.1
C -6.539 5.239 -1.970 0.0 0.0 0.0
Cl -6.646 3.940 -3.164 -0.3 0.1 0.1
Cl -6.904 6.785 -2.745 0.0 0.0 0.0
Cl -7.696 4.939 -0.672 0.0 0.0 0.0
Cl -4.904 5.293 -1.288 -0.2 0.0 -0.1
C 9.523 -10.122 1.980 0.0 0.0 0.0
Cl 9.538 -8.985 3.333 0.0 0.0 0.0
Cl 11.159 -10.724 1.699 0.0 0.0 0.0
Cl 8.453 -11.475 2.361 0.0 0.0 0.0
Cl 8.939 -9.304 0.525 0.0 0.0 0.0
C 7.518 -3.126 -0.664 0.1 0.0 0.0
Cl 8.644 -1.901 -1.257 0.0 0.0 0.0
Cl 5.932 -2.387 -0.419 0.1 -0.1 0.1
Cl 7.366 -4.424 -1.855 0.0 0.0 0.0
Cl 8.139 -3.801 0.849 0.0 0.2 -0.1
C 11.743 -0.797 -3.787 0.0 0.0 0.0
Cl 12.983 -0.457 -5.000 0.0 0.0 0.0
Cl 12.367 -0.408 -2.180 0.0 0.0 0.0
Cl 10.317 0.192 -4.116 0.0 -0.3 0.1
Cl 11.304 -2.506 -3.849 0.0 0.0 0.0
C -3.036 2.210 -4.745 0.0 0.1 0.1
Cl -3.487 3.387 -3.513 0.3 -0.1 0.0
Cl -4.126 2.367 -6.126 0.1 0.0 0.0
Cl -1.360 2.524 -5.256 -0.1 0.3 0.3
Cl -3.165 0.585 -4.061 0.1 0.0 0.0
C -1.939 -1.193 -7.943 0.0 0.0 0.0
Cl -0.592 -1.768 -8.933 0.0 0.0 0.0
Cl -2.393 -2.446 -6.781 0.0 0.0 0.0
Cl -1.459 0.268 -7.072 0.0 -0.5 -0.4
Cl -3.321 -0.828 -8.983 0.0 0.0 0.0
C 9.930 4.451 -5.038 0.0 0.0 0.0
Cl 10.899 3.029 -5.435 0.0 0.3 -0.1
Cl 10.305 5.760 -6.164 0.0 0.0 0.0
Cl 8.215 4.042 -5.160 0.0 0.0 0.0
Cl 10.296 4.968 -3.389 0.0 0.0 0.0

53
Properties=species:S:1:pos:R:3:forces:R:3 method="wB97M-V/def2-TZVPD" largest_force_ha_per_bohr=0.00663 energy_ha=-2174.988882 spin_multiplicity=3 e_lumo_ev="4.4 / 4.3" s2=2.0361 gap_ha="0.1750 / 0.2591" total_charge=-2
Pd -0.801 0.883 0.514 0.1 -0.1 0.3
N -0.941 1.062 4.845 0.0 0.1 0.0
C -0.680 1.291 3.502 -0.1 -0.1 0.0
S -2.087 1.502 2.480 0.1 0.1 -0.1
N 0.568 1.363 3.164 -0.1 0.1 -0.1
N 0.713 1.587 1.805 0.1 -0.1 0.0
C 1.830 2.030 1.382 -0.1 0.1 0.0
C 2.066 2.418 0.000 0.0 -0.1 0.1
C 3.394 2.621 -0.384 0.0 0.0 0.0
C 3.745 3.037 -1.652 0.0 0.0 0.0
C 2.719 3.280 -2.569 0.0 0.0 0.0
C 1.400 3.108 -2.218 0.1 0.0 0.0
C 1.008 2.670 -0.927 -0.1 0.1 0.1
O -0.259 2.578 -0.661 0.0 -0.1 -0.1
H -1.802 0.563 4.998 0.0 0.0 0.0
H -0.146 0.664 5.324 0.0 0.0 0.0
H 2.637 2.155 2.105 0.0 0.1 0.0
H 4.170 2.430 0.352 0.0 0.0 0.0
H 4.783 3.166 -1.928 0.0 0.0 0.0
H 2.962 3.605 -3.576 0.0 0.0 0.0
H 0.604 3.298 -2.928 0.0 0.0 0.0
O -0.574 -1.216 1.225 -0.1 0.0 -0.1
C 0.289 -1.474 0.335 0.0 0.0 0.0
O 0.638 -0.611 -0.513 0.0 0.0 0.0
C 0.911 -2.839 0.294 -0.1 0.1 0.0
C 2.222 -2.957 -0.169 0.0 -0.1 -0.1
C 2.767 -4.236 -0.193 0.2 0.0 0.0
C 2.086 -5.370 0.187 0.0 0.0 0.0
C 0.760 -5.232 0.637 0.1 0.0 0.0
C 0.184 -3.943 0.702 0.1 0.0 0.0
N 0.047 -6.355 1.015 0.0 0.0 0.1
O -1.149 -6.213 1.425 0.0 0.0 0.0
O 0.613 -7.497 0.955 0.0 0.0 0.0
N 4.162 -4.394 -0.656 -0.1 0.0 -0.1
O 4.624 -5.521 -0.754 0.0 0.2 0.1
O 4.789 -3.385 -0.942 0.0 -0.2 0.1
H 2.778 -2.098 -0.506 0.0 0.0 0.0
H 2.537 -6.346 0.151 0.0 0.0 0.0
H -0.822 -3.838 1.077 0.0 0.0 0.0
C -2.308 0.230 -0.667 0.0 0.1 0.0
C -3.200 1.353 -1.036 0.0 -0.1 0.0
C -4.341 1.641 -0.283 0.0 0.0 0.0
C -5.168 2.702 -0.613 0.0 0.0 0.0
C -4.871 3.507 -1.707 0.0 0.0 0.0
C -3.737 3.235 -2.461 0.0 0.0 0.0
C -2.911 2.173 -2.128 0.0 0.0 0.0
H -1.784 -0.201 -1.521 0.0 0.0 0.0
H -2.807 -0.543 -0.083 0.0 0.0 0.0
H -4.565 1.025 0.581 0.0 0.0 0.0
H -6.045 2.908 -0.010 0.0 0.0 0.0
H -5.513 4.341 -1.964 0.0 0.0 0.0
H -3.486 3.863 -3.308 0.0 0.0 0.0
H -2.011 1.981 -2.698 0.0 0.0 0.0